#i
A molecular structure, CH2BrF2P. Source: the OMol25 dataset; level of theory: ωB97M-V/def2-TZVPD.

Output
- Molar mass: 162.901 g/mol
- Orbital gap: 0.37173 Ha

```
! RIJCOSX wB97M-V def2-TZVPD def2/J DEFGRID3
* xyz 0 1
C -0.286 -1.325 -0.177
F -1.008 -2.501 -0.106
F 0.024 -1.119 -1.499
P -1.512 0.208 0.253
Br -1.131 0.643 2.362
H 0.717 -1.618 0.327
H -0.386 1.288 -0.533
*
```

---

#ii
2 unconnected molecules or ions with the total composition CH2BrF2P. Source: the OMol25 dataset; level of theory: ωB97M-V/def2-TZVPD.

Output
- Molar mass: 162.901 g/mol
- Orbital gap: 0.32828 Ha

```
! RIJCOSX wB97M-V def2-TZVPD def2/J DEFGRID3
* xyz 0 1
C -0.018 -0.232 -0.704
F 1.028 -0.653 -1.425
F -1.210 -0.712 -1.253
P 0.172 -0.688 1.226
Br 1.771 0.930 1.630
H -0.120 0.949 -0.856
H -1.623 0.406 1.381
*
```

---

The most stable arrangement is #i, and the next structure is 0.0475 hartree less stable.

---

#i
A single C18H15N3O4S molecule. Source: the OMol25 dataset; level of theory: ωB97M-V/def2-TZVPD.

Output
- Molar mass: 369.402 g/mol
- SMILES string: O=C(O)C[C@H]1S/C(=N\N=C/c2ccccc2)N(c2ccc(O)cc2)C1=O
- Orbital gap: 0.32226 Ha

```
! RIJCOSX wB97M-V def2-TZVPD def2/J DEFGRID3
* xyz 0 1
O 4.480 1.746 2.564
C 4.520 2.227 1.466
O 5.174 3.357 1.187
C 3.873 1.645 0.230
C 2.729 0.702 0.589
S 1.212 1.588 1.045
C 0.277 0.756 -0.230
N -0.949 0.896 -0.478
N -1.771 1.821 -0.082
C -2.637 1.792 0.847
C -2.892 0.789 1.870
C -3.777 1.105 2.904
C -4.042 0.196 3.909
C -3.435 -1.050 3.897
C -2.563 -1.381 2.873
C -2.291 -0.471 1.869
N 1.082 -0.119 -0.944
C 0.562 -0.853 -2.048
C -0.572 -1.636 -1.899
C -1.065 -2.347 -2.976
C -0.422 -2.289 -4.208
O -0.872 -2.971 -5.290
C 0.722 -1.509 -4.349
C 1.208 -0.791 -3.276
C 2.394 -0.202 -0.590
O 3.220 -0.898 -1.132
H 5.602 3.712 1.983
H 4.636 1.072 -0.308
H 3.537 2.459 -0.415
H 3.037 0.090 1.444
H -3.264 2.676 0.880
H -4.251 2.076 2.915
H -4.725 0.456 4.704
H -3.642 -1.762 4.683
H -2.092 -2.352 2.857
H -1.618 -0.742 1.071
H -1.073 -1.694 -0.946
H -1.952 -2.954 -2.858
H -1.664 -3.472 -5.062
H 1.213 -1.475 -5.308
H 2.096 -0.190 -3.387
*
```

---

#ii
A single C18H15N3O4S molecule. Source: the OMol25 dataset; level of theory: ωB97M-V/def2-TZVPD.

Output
- Molar mass: 369.402 g/mol
- SMILES string: COc1ccc(-c2csc(NC(=O)c3cc(C)on3)c2C#N)cc1OC
- Orbital gap: 0.25092 Ha

```
! RIJCOSX wB97M-V def2-TZVPD def2/J DEFGRID3
* xyz 0 1
C -7.180 -0.660 0.810
O -6.229 0.053 0.094
C -5.020 -0.286 0.231
C -4.608 -1.584 0.716
C -3.199 -1.772 0.326
C -2.308 -0.851 -0.128
C -0.877 -1.275 -0.052
C -0.253 -2.364 -0.448
S 1.335 -2.520 -0.319
C 1.426 -0.885 -0.197
N 2.693 -0.092 -0.241
C 3.942 -0.933 -0.160
O 3.888 -2.333 -0.391
C 5.097 0.041 -0.029
C 6.384 -0.550 -0.212
C 7.123 0.742 0.082
C 8.539 0.804 0.159
O 6.274 1.595 0.404
N 4.903 1.132 0.364
C 0.117 -0.189 0.184
C 0.111 1.192 0.387
N 0.019 2.250 0.752
C -2.662 0.345 -0.427
C -4.091 0.944 -0.291
O -4.646 2.055 -0.745
C -3.627 2.782 -1.174
H -6.875 -0.973 1.755
H -8.011 -0.020 0.663
H -7.254 -1.584 0.067
H -5.130 -2.267 1.092
H -2.968 -2.642 0.863
H -0.951 -3.312 -0.551
H 2.737 0.750 0.468
H 6.813 -1.470 -0.258
H 8.798 1.252 1.166
H 9.174 0.234 0.016
H 8.837 1.700 -0.729
H -1.954 0.933 -0.763
H -3.151 2.795 -1.976
H -2.887 3.141 -0.438
H -4.328 3.825 -1.069
*
```

---

The most stable arrangement is #i, and the next structure is 0.6035 hartree less stable.